# C33H38N4O11

7 unconnected molecules or ions with the total composition C33H38N4O11 at a distorted geometry (ωB97M-V with the def2-TZVPD basis set, OMol25).

```
! RIJCOSX wB97M-V def2-TZVPD def2/J DEFGRID3
* xyz 0 1
O 1.241 -5.778 1.421
N 0.061 -5.988 1.191
O -0.333 -6.933 0.562
C -0.906 -4.996 1.661
C -0.472 -3.712 1.911
C -1.317 -2.728 2.367
C -2.685 -3.122 2.577
C -3.112 -4.437 2.313
C -2.202 -5.335 1.814
H 0.593 -3.484 1.707
H -1.112 -1.704 2.435
H -3.417 -2.473 2.927
H -4.095 -4.795 2.493
H -2.488 -6.345 1.535
O -0.363 1.561 -4.517
N -0.767 2.623 -4.068
O -1.801 3.169 -4.387
C 0.046 3.307 -3.051
C -0.523 4.277 -2.245
C 0.293 4.854 -1.286
C 1.649 4.634 -1.309
C 2.249 3.727 -2.192
C 1.385 3.050 -3.066
H -1.557 4.547 -2.356
H -0.086 5.625 -0.626
H 2.227 5.151 -0.571
H 3.361 3.591 -2.294
H 1.856 2.342 -3.741
O 4.818 4.134 0.002
N 4.587 2.969 0.252
O 3.856 2.565 1.141
C 5.196 1.888 -0.656
C 4.766 0.586 -0.502
C 5.242 -0.341 -1.385
C 6.099 0.041 -2.417
C 6.532 1.354 -2.521
C 6.121 2.312 -1.574
H 4.146 0.315 0.357
H 5.092 -1.391 -1.319
H 6.536 -0.651 -3.131
H 7.299 1.606 -3.242
H 6.417 3.345 -1.702
O 2.452 -2.344 -0.285
N 1.427 -1.925 -0.740
O 1.118 -0.745 -0.843
C 0.400 -2.848 -1.228
C 0.834 -4.068 -1.663
C -0.027 -4.926 -2.314
C -1.371 -4.611 -2.391
C -1.788 -3.414 -1.863
C -0.940 -2.508 -1.275
H 1.937 -4.297 -1.599
H 0.313 -5.916 -2.659
H -2.057 -5.306 -2.869
H -2.836 -3.135 -1.801
H -1.354 -1.588 -0.987
C 1.949 0.806 2.838
C 0.607 1.141 2.211
C 0.537 2.380 1.344
O -0.367 0.479 2.416
H 2.577 0.468 2.038
H 1.781 -0.012 3.504
H 2.321 1.754 3.247
H -0.503 2.740 1.311
H 0.898 2.140 0.340
H 1.249 3.089 1.766
C -3.511 1.796 2.837
C -3.866 1.895 4.274
C -3.234 0.980 5.272
O -4.617 2.766 4.641
H -3.540 0.730 2.394
H -2.447 2.135 2.818
H -4.149 2.433 2.309
H -3.828 0.057 5.480
H -3.247 1.560 6.208
H -2.222 0.645 5.080
C -3.098 0.517 -2.427
C -4.104 0.235 -1.285
C -4.596 1.434 -0.486
O -4.513 -0.871 -1.074
H -2.120 0.577 -1.975
H -3.316 1.430 -2.934
H -3.079 -0.304 -3.141
H -5.238 2.027 -1.159
H -3.723 2.067 -0.229
H -5.139 1.176 0.396
*
```

Summary:
* M: 666.7 g mol⁻¹
* highest occupied orbital energy: -0.3518 Ha
* relative energy (zero: lowest compared OMol25 entry of this formula, charge and spin): 0.000 eV
* energy: -63308.5739 eV
* LUMO level: -0.7 eV
* SMILES string: O=[N+]([O-])c1ccccc1.O=[N+]([O-])c1ccccc1.O=[N+]([O-])c1ccccc1.O=[N+]([O-])c1ccccc1.CC(C)=O.CC(C)=O.CC(C)=O

***

# C8H10NO

A gas-phase ion, C8H10NO (charge +1) at a distorted geometry (ωB97M-V with the def2-TZVPD basis set, OMol25).

```
! RIJCOSX wB97M-V def2-TZVPD def2/J DEFGRID3
* xyz 1 1
C -0.427 1.556 -3.193
C -0.807 1.434 -1.977
N -1.220 1.321 -0.803
C -0.335 1.170 0.312
C 0.190 -0.230 0.197
C -0.706 -1.318 0.612
C -0.276 -2.105 1.586
C 0.992 -1.669 1.998
O 1.626 -2.250 2.836
C 1.475 -0.437 1.119
H -0.068 2.529 -3.538
H -0.022 0.756 -3.789
H -2.207 1.234 -0.472
H -0.917 1.421 1.266
H 0.463 1.792 0.256
H 0.441 -0.571 -0.867
H -1.637 -1.308 0.132
H -0.718 -2.933 2.176
H 1.772 0.408 1.736
H 2.379 -0.801 0.414
*
```

Summary:
* M: 136.2 g mol⁻¹
* highest occupied orbital energy: -0.4642 Ha
* relative energy (zero: lowest compared OMol25 entry of this formula, charge and spin): 3.857 eV
* energy: -11985.2468 eV
* LUMO level: -4.8 eV
* SMILES string: C=C=[NH+]C[C@@H]1C=CC(=O)C1

***

# C17H52N4O9

9 unconnected molecules or ions with the total composition C17H52N4O9 at a distorted geometry (ωB97M-V with the def2-TZVPD basis set, OMol25).

```
! RIJCOSX wB97M-V def2-TZVPD def2/J DEFGRID3
* xyz 0 1
N -3.247 -2.386 1.520
C -2.471 -3.446 1.508
N -2.901 -4.287 0.647
O -1.375 -3.561 2.329
H -3.021 -1.616 2.177
H -4.043 -2.238 0.845
H -2.309 -5.125 0.550
H -3.762 -4.256 0.163
N 0.427 1.912 2.337
C -0.569 2.509 2.879
N -0.855 3.599 2.276
O -1.400 1.963 3.853
H 0.662 1.006 2.746
H 0.939 2.244 1.511
H -1.730 4.068 2.672
H -0.093 4.201 1.838
C 0.397 -1.446 -4.069
C 0.142 -0.129 -3.340
C -0.833 -0.291 -2.218
O 1.202 0.443 -2.931
H -0.444 -1.640 -4.783
H 0.497 -2.295 -3.376
H 1.186 -1.373 -4.693
H -0.226 0.660 -3.988
H -0.782 0.617 -1.610
H -0.555 -1.029 -1.547
H -1.887 -0.466 -2.526
H 1.834 0.621 -3.634
C 3.476 -1.461 -1.493
C 4.614 -0.425 -1.587
C 5.659 -0.875 -2.656
O 4.193 0.725 -1.929
H 3.788 -2.492 -1.359
H 2.982 -1.473 -2.447
H 2.746 -1.195 -0.791
H 5.108 -0.370 -0.598
H 5.329 -0.681 -3.666
H 5.823 -2.009 -2.577
H 6.567 -0.279 -2.498
H 3.415 0.926 -1.386
C 0.825 3.532 -0.934
C 2.053 2.679 -0.688
C 3.218 3.312 0.034
O 1.808 1.524 -0.336
H 0.342 3.714 0.020
H 0.047 2.897 -1.353
H 0.846 4.418 -1.593
H 2.447 2.632 -1.711
H 3.181 4.413 -0.048
H 4.215 2.791 -0.205
H 2.987 3.046 1.021
H 1.192 1.029 -0.832
C -4.080 2.778 0.528
C -3.019 1.732 0.576
C -3.432 0.450 -0.095
O -1.899 2.132 0.151
H -3.645 3.756 0.902
H -4.946 2.448 1.068
H -4.424 2.981 -0.514
H -2.746 1.436 1.643
H -3.452 0.561 -1.208
H -4.369 0.062 0.242
H -2.714 -0.326 0.041
H -1.466 2.596 0.884
C 1.658 -4.051 0.007
O 1.133 -4.008 -1.316
H 0.784 -4.221 0.684
H 1.874 -3.057 0.424
H 2.416 -4.774 0.277
H 0.257 -3.711 -1.182
C -0.048 -0.842 1.202
O -0.069 -1.003 2.636
H -0.857 -0.238 0.924
H -0.162 -1.884 0.820
H 0.868 -0.423 0.818
H -0.702 -1.713 2.841
C -3.230 -1.186 4.542
O -3.064 -0.316 3.413
H -2.415 -1.108 5.306
H -3.296 -2.198 4.123
H -4.110 -0.926 5.104
H -2.487 0.415 3.636
*
```

Summary:
* M: 456.6 g mol⁻¹
* highest occupied orbital energy: -0.3488 Ha
* relative energy (zero: lowest compared OMol25 entry of this formula, charge and spin): 5.819 eV
* energy: -42854.9531 eV
* LUMO level: 0.4 eV
* SMILES string: NC(N)=O.NC(N)=O.CC(C)O.CC(C)O.CC(C)O.CC(C)O.CO.CO.CO

***

# C2H36O18V

A molecular structure, C2H36O18V at a distorted geometry (ωB97M-V with the def2-TZVPD basis set, OMol25).

```
! RIJCOSX wB97M-V def2-TZVPD def2/J DEFGRID3
* xyz 0 4
V 1.307 -0.853 -2.152
O 1.467 -0.801 -0.036
C 0.238 -0.392 0.425
C -0.221 0.774 -0.434
O -0.305 0.404 -1.765
H 0.346 -0.140 1.466
H -0.472 -1.192 0.258
H 0.511 1.551 -0.157
H -1.097 1.169 -0.024
O -0.403 1.884 2.692
H 0.139 1.245 3.142
H -0.187 1.666 1.807
O 0.080 -2.606 -2.279
H -0.868 -2.626 -2.251
H 0.335 -3.542 -2.091
O 2.520 0.922 -2.255
H 2.224 1.537 -1.571
H 3.458 0.858 -2.399
O -1.081 -1.255 3.449
H -1.104 -2.187 3.152
H -0.110 -1.089 3.570
O 1.621 -1.741 3.041
H 2.519 -1.977 3.256
H 1.628 -1.040 2.363
O -2.795 -0.891 -1.319
H -2.930 -0.921 -0.336
H -2.089 -0.233 -1.359
O 2.749 1.118 0.802
H 2.122 1.599 1.358
H 2.263 0.263 0.509
O -1.503 0.570 -3.983
H -1.101 0.587 -3.062
H -0.804 0.986 -4.507
O 1.580 -4.159 -0.197
H 1.042 -4.866 -0.538
H 0.930 -3.681 0.285
O -0.908 -3.353 1.244
H -0.612 -2.467 1.048
H -1.439 -3.562 0.462
O -2.925 -0.269 1.489
H -3.311 0.644 1.621
H -2.230 -0.228 2.079
O -0.825 3.211 -1.958
H -1.063 3.449 -1.013
H -0.609 2.301 -1.796
O -3.875 1.423 -1.577
H -3.582 0.508 -1.516
H -3.339 1.988 -2.147
O -1.184 3.588 0.652
H -1.216 2.936 1.383
H -2.128 3.790 0.403
O 2.300 3.475 -0.996
H 3.095 3.761 -0.498
H 1.501 3.361 -0.477
O 3.782 -1.584 0.971
H 2.982 -1.399 0.493
H 3.577 -2.515 1.275
*
```

Summary:
* M: 399.2 g mol⁻¹
* highest occupied orbital energy (alpha / beta): -0.3361 / -0.3670 Ha
* relative energy (zero: lowest compared OMol25 entry of this formula, charge and spin): 0.536 eV
* expectation value of S²: 3.7556
* energy: -65200.3481 eV
* LUMO level (alpha / beta): -1.1 / -1.2 eV

***

# C9H10FNO

C9H10FNO in the gas phase at a distorted geometry (ωB97M-V with the def2-TZVPD basis set, OMol25).

```
! RIJCOSX wB97M-V def2-TZVPD def2/J DEFGRID3
* xyz 0 1
F -1.121 1.408 -2.216
C -0.824 0.301 -1.464
C -1.391 0.156 -0.263
C -2.094 1.028 0.731
C -1.715 0.947 2.000
C -0.486 0.227 2.367
C 0.017 -0.486 1.193
N 1.233 -0.362 0.892
C 1.928 -0.952 -0.254
C 1.611 -0.097 -1.487
C 0.240 -0.537 -2.080
O -0.847 -1.051 0.240
H -2.924 1.666 0.587
H -2.464 1.269 2.810
H 0.284 0.932 2.618
H -0.580 -0.427 3.316
H 1.662 -2.029 -0.422
H 3.029 -0.767 0.001
H 2.328 -0.418 -2.195
H 1.677 0.972 -1.271
H 0.259 -0.153 -3.042
H 0.177 -1.626 -2.061
*
```

Summary:
* M: 167.2 g mol⁻¹
* highest occupied orbital energy: -0.3142 Ha
* relative energy (zero: lowest compared OMol25 entry of this formula, charge and spin): 0.913 eV
* energy: -15747.1477 eV
* LUMO level: 0.7 eV
* SMILES string: F/C1=C2\C=CC/C(=N/CCC1)O2

***

# C3HF3S

C3HF3S in the gas phase at a distorted geometry (ωB97M-V with the def2-TZVPD basis set, OMol25).

```
! RIJCOSX wB97M-V def2-TZVPD def2/J DEFGRID3
* xyz 0 1
F 2.055 -0.239 0.213
C 0.971 0.459 -0.183
F 1.003 0.715 -1.513
F 1.088 1.596 0.469
C -0.301 -0.318 -0.026
C -1.376 -0.473 0.695
S -1.223 -1.669 -0.807
H -2.216 -0.072 1.152
*
```

Summary:
* M: 126.1 g mol⁻¹
* highest occupied orbital energy: -0.3150 Ha
* relative energy (zero: lowest compared OMol25 entry of this formula, charge and spin): 1.511 eV
* energy: -22112.0678 eV
* LUMO level: 0.2 eV
* SMILES string: FC(F)(F)C1=CS1